1.
C6H10O as an isolated structure at a distorted geometry. Source: the Open Molecules 2025 dataset; level of theory: the ωB97M-V functional and the def2-TZVPD basis.

Geometry (Å):
C: 1.338 0.357 1.062
C: 2.499 0.876 0.612
C: 0.322 -0.645 -1.047
C: 0.341 -0.457 0.359
C: -0.698 -1.106 0.977
C: -2.015 -1.257 0.487
H: 1.055 0.459 2.124
H: 2.840 0.731 -0.441
H: 3.151 1.488 1.254
H: -0.296 -1.417 -1.560
H: 1.170 -0.291 -1.628
H: -1.052 -2.016 0.191
H: -2.774 -1.670 1.203
H: -2.411 -0.553 -0.297
H: -1.200 2.578 -1.409
H: -0.765 1.121 -0.981
O: -1.505 1.803 -0.905

DFT total energy ... -8425.4749 eV
E_LUMO ... -0.0078 hartree
Strongest force on any atom ... 5.372 eV/Å
M ... 98.14 g/mol
Energy relative to the best compared isomer or geometry (same formula, charge and spin) ... 133.0 kcal/mol
Orbital gap ... 7.6 eV

Löwdin atomic charge list, values in e, 6 entries: atom 1 (C): -0.1371, atom 2 (C): 0.0291, atom 3 (C): 0.0111, atom 4 (C): -0.3819, atom 5 (C): -0.1455, atom 6 (C): -0.0063


2.
A 4-piece molecular cluster, CH8NO5 overall at a distorted geometry. Source: the Open Molecules 2025 dataset; level of theory: the ωB97M-V functional and the def2-TZVPD basis.

Geometry (Å):
N: -1.673 1.851 -0.034
C: -0.697 0.851 -0.034
O: -0.217 0.495 1.024
O: -0.325 0.383 -1.189
H: -2.262 2.028 0.690
H: -1.970 2.075 -0.965
H: 0.366 -1.907 -1.011
H: 1.258 -2.483 -2.049
O: 1.007 -2.610 -1.174
H: -0.878 -1.001 1.925
H: 0.295 -1.853 2.023
O: -0.583 -1.706 2.410
H: 2.146 1.704 -0.079
H: 1.294 0.747 -1.021
O: 2.073 1.266 -0.955

DFT total energy ... -12896.9353 eV
E_LUMO ... 0.1465 hartree
Strongest force on any atom ... 4.485 eV/Å
M ... 114.08 g/mol
Energy relative to the best compared isomer or geometry (same formula, charge and spin) ... 19.3 kcal/mol
Orbital gap ... 9.0 eV
Total charge ... -1

natural (NBO) atomic charge list, values in e, 6 entries: atom 1 (N): -0.8930, atom 2 (C): 0.8708, atom 3 (O): -0.7911, atom 4 (O): -0.8670, atom 5 (H): 0.3677, atom 6 (H): 0.3739


3.
C22H24MnN8O6S3 as an isolated structure. Source: the Open Molecules 2025 dataset; level of theory: the ωB97M-V functional and the def2-TZVPD basis.

Geometry (Å):
Mn: -0.238 -0.014 0.213
C: 3.320 2.879 1.623
O: 1.956 3.341 1.535
C: 1.047 2.402 1.324
O: 1.304 1.207 1.253
N: -0.197 2.920 1.258
N: -1.226 2.091 0.826
H: 3.934 3.766 1.518
H: 3.532 2.170 0.830
H: 3.491 2.408 2.588
H: -0.310 3.917 1.271
H: -1.637 2.455 -0.022
H: -1.917 1.945 1.556
O: 1.432 -0.737 -4.986
C: 1.083 0.563 -4.988
C: 1.120 1.245 -6.205
C: 0.791 2.586 -6.268
C: 0.412 3.277 -5.117
C: 0.350 2.595 -3.917
C: 0.677 1.241 -3.828
C: 0.564 0.571 -2.505
O: -0.045 1.186 -1.568
N: 1.101 -0.637 -2.427
N: 1.024 -1.170 -1.140
C: 0.894 -2.435 -1.091
S: 0.915 -3.268 0.447
C: -0.027 -4.674 -0.195
C: 0.544 -4.983 -1.567
S: 0.628 -3.429 -2.506
H: 1.424 -1.028 -4.041
H: 1.419 0.693 -7.088
H: 0.839 3.101 -7.221
H: 0.160 4.330 -5.165
H: 0.039 3.097 -3.009
H: -1.077 -4.393 -0.252
H: 0.095 -5.505 0.499
H: -0.095 -5.669 -2.124
H: 1.545 -5.403 -1.490
N: 3.053 0.018 5.461
C: 1.784 -0.094 4.906
C: 1.395 -1.273 4.261
C: 0.153 -1.374 3.670
C: -0.718 -0.291 3.703
C: -0.349 0.884 4.343
C: 0.896 0.983 4.941
S: -2.313 -0.410 2.967
O: -3.080 -1.410 3.648
O: -2.844 0.944 2.923
N: -1.805 -0.897 1.499
C: -2.710 -0.964 0.467
N: -4.040 -0.893 0.641
C: -4.781 -0.912 -0.459
C: -4.251 -0.992 -1.740
C: -2.875 -1.050 -1.819
N: -2.101 -1.050 -0.739
H: 3.539 -0.840 5.651
H: 3.176 0.722 6.167
H: 2.083 -2.112 4.226
H: -0.142 -2.287 3.166
H: -1.043 1.715 4.359
H: 1.188 1.901 5.439
H: -5.855 -0.853 -0.302
H: -4.871 -0.999 -2.625
H: -2.361 -1.106 -2.773

DFT total energy ... -111237.9954 eV
E_LUMO (alpha / beta) ... 0.0121 / 0.0115 hartree
Strongest force on any atom ... 0.837 eV/Å
M ... 647.62 g/mol
Multiplicity ... 6
Orbital gap (alpha / beta) ... 8.2 / 8.2 eV
Expectation value of S² ... 8.75

natural (NBO) atomic charge list, values in e, 6 entries: atom 1 (Mn): 1.4685, atom 2 (C): -0.2539, atom 3 (O): -0.4949, atom 4 (C): 0.9034, atom 5 (O): -0.7174, atom 6 (N): -0.4522


4.
C42H41BrMgO2P2 as an isolated structure at a distorted geometry. Source: the Open Molecules 2025 dataset; level of theory: the ωB97M-V functional and the def2-TZVPD basis.

Geometry (Å):
Mg: -5.072 0.929 -2.083
C: -4.695 2.735 2.565
C: -3.379 2.612 2.341
C: -2.383 1.795 3.108
C: -2.015 0.394 2.550
C: -3.167 -0.551 2.321
C: -4.431 -0.380 2.734
C: -4.914 0.515 3.839
C: -5.569 1.853 3.400
C: -3.946 -0.711 -2.102
H: -5.247 3.568 2.102
H: -2.946 3.188 1.513
H: -2.681 1.710 4.158
H: -1.444 2.368 3.056
H: -1.474 0.534 1.593
H: -1.283 -0.046 3.253
H: -2.904 -1.451 1.733
H: -5.233 -0.927 2.222
H: -4.114 0.697 4.569
H: -5.710 -0.042 4.359
H: -6.490 1.632 2.820
H: -5.871 2.376 4.335
H: -4.593 -1.364 -2.689
H: -3.708 -1.081 -1.082
H: -3.004 -0.468 -2.629
P: 4.562 0.687 -1.689
P: 4.146 -2.503 -1.588
C: 5.025 -0.268 -0.226
C: 4.949 -1.626 -0.223
C: 6.039 1.781 -1.873
C: 6.926 2.083 -0.830
C: 7.983 2.974 -1.041
C: 8.200 3.533 -2.302
C: 7.353 3.186 -3.358
C: 6.287 2.312 -3.155
C: 3.305 1.764 -0.886
C: 2.093 1.134 -0.538
C: 1.096 1.875 0.096
C: 1.299 3.235 0.383
C: 2.500 3.852 0.008
C: 3.502 3.130 -0.650
C: 5.446 -3.844 -1.762
C: 6.706 -3.455 -2.257
C: 7.767 -4.363 -2.288
C: 7.580 -5.676 -1.834
C: 6.323 -6.079 -1.376
C: 5.256 -5.173 -1.360
C: 2.840 -3.409 -0.675
C: 1.813 -3.984 -1.455
C: 0.845 -4.772 -0.836
C: 0.867 -4.961 0.555
C: 1.844 -4.321 1.327
C: 2.812 -3.512 0.723
H: 5.386 0.297 0.643
H: 5.406 -2.242 0.566
H: 6.813 1.628 0.154
H: 8.645 3.226 -0.212
H: 9.027 4.229 -2.459
H: 7.532 3.600 -4.348
H: 5.640 2.029 -3.985
H: 1.941 0.073 -0.771
H: 0.143 1.406 0.348
H: 0.510 3.821 0.868
H: 2.660 4.913 0.205
H: 4.422 3.623 -0.982
H: 6.852 -2.431 -2.603
H: 8.743 -4.047 -2.662
H: 8.416 -6.379 -1.827
H: 6.162 -7.101 -1.021
H: 4.275 -5.501 -1.015
H: 1.796 -3.816 -2.538
H: 0.073 -5.254 -1.439
H: 0.126 -5.607 1.034
H: 1.861 -4.453 2.411
H: 3.539 -2.980 1.343
Br: -8.001 -0.414 1.376
C: -8.963 1.014 0.591
C: -10.279 1.189 1.060
C: -11.061 2.246 0.584
C: -10.475 3.205 -0.251
C: -9.164 3.036 -0.732
C: -8.412 1.904 -0.364
C: -7.114 1.611 -1.033
O: -6.948 1.901 -2.296
O: -6.127 1.036 -0.390
H: -10.664 0.520 1.837
H: -12.101 2.350 0.917
H: -11.045 4.111 -0.488
H: -8.703 3.769 -1.400

DFT total energy ... -142377.6432 eV
E_LUMO ... -0.0065 hartree
Strongest force on any atom ... 3.053 eV/Å
M ... 743.94 g/mol
Energy relative to the best compared isomer or geometry (same formula, charge and spin) ... 0.0 kcal/mol
Orbital gap ... 7.5 eV

Löwdin atomic charge list, values in e, 6 entries: atom 1 (Mg): 0.9314, atom 2 (C): -0.1179, atom 3 (C): -0.1127, atom 4 (C): -0.2054, atom 5 (C): -0.1856, atom 6 (C): -0.1098